# 1
19
Properties=species:S:1:pos:R:3:forces:R:3 method="wB97M-V/def2-TZVPD" e_homo_ev=-8.28 total_energy_ha=-398.4788 orbital_gap_ev=9.13
N -2.348 1.247 0.667 -0.01 0.18 0.03
C -1.823 -0.081 0.671 1.40 -0.34 -1.25
C -0.816 -0.378 -0.629 -4.08 -0.77 0.03
N -0.536 -1.709 -0.784 0.59 0.31 0.06
O -0.873 0.390 -1.575 0.82 0.04 0.42
H -1.610 1.932 0.788 -0.08 -0.01 0.00
H -2.793 1.442 -0.224 0.14 0.00 0.11
H -1.321 -0.310 1.614 -0.02 0.02 -0.02
H -2.630 -0.802 0.530 0.08 0.00 -0.01
H -0.351 -2.273 0.029 0.03 0.08 0.08
H -0.004 -1.953 -1.605 0.03 0.00 0.00
C 2.335 -0.401 0.917 0.15 -0.10 0.12
C 1.528 0.418 0.250 -2.54 -0.12 0.91
N 1.826 1.187 -0.846 -0.04 0.12 -0.19
H 3.339 -0.617 0.580 0.18 0.19 0.02
H 2.025 -0.879 1.831 -0.18 -0.10 0.00
H 0.363 0.456 0.581 3.51 0.56 -0.40
H 2.652 0.915 -1.360 -0.08 0.10 0.06
H 1.035 1.417 -1.435 0.11 -0.15 0.03

# 2
89
Properties=species:S:1:pos:R:3:forces:R:3 method="wB97M-V/def2-TZVPD" s_squared=0.871 e_homo_ev="-15.15 / -14.83" multiplicity=2 total_charge=+3 total_energy_ha=-3493.6502 orbital_gap_ev="6.40 / 6.63"
Re -1.989 -0.509 -0.374 0.04 0.06 -0.21
N -3.070 -0.068 3.753 0.02 0.03 -0.01
C -2.825 0.345 2.520 -0.03 0.01 -0.01
N -2.383 -0.682 1.800 0.02 -0.06 0.06
C -2.353 -1.722 2.709 -0.03 0.09 -0.06
N -2.775 -1.370 3.894 0.00 -0.09 0.02
C -1.858 -3.089 2.451 0.04 -0.03 0.05
C -2.673 -4.190 2.673 0.01 0.02 0.02
N -2.242 -5.429 2.450 -0.02 -0.02 -0.01
C -0.974 -5.559 2.078 0.03 0.04 0.02
C -0.143 -4.452 1.895 -0.02 -0.05 -0.05
N -0.590 -3.216 2.060 -0.02 0.04 0.02
H -3.423 0.460 4.539 0.01 0.00 -0.01
H -2.979 1.353 2.174 -0.01 0.01 -0.01
H -3.687 -4.073 3.041 -0.01 0.00 -0.01
H -0.601 -6.565 1.924 0.00 0.00 -0.01
H 0.886 -4.572 1.584 0.01 0.02 0.00
C 5.633 0.459 -1.374 0.00 0.00 0.00
C 5.097 0.076 -0.006 0.02 -0.01 0.00
N 3.633 0.273 0.097 -0.02 -0.02 0.00
C 2.838 -0.772 -0.103 0.03 0.02 -0.01
C 1.460 -0.722 -0.086 -0.08 0.04 -0.05
C 0.742 -2.006 -0.351 0.07 -0.06 0.21
O 1.348 -3.051 -0.426 0.00 0.02 -0.08
O -0.555 -1.928 -0.507 -0.03 0.02 0.00
C 0.831 0.503 0.186 0.08 -0.09 -0.03
O -0.439 0.668 0.277 -0.10 0.03 0.00
C 1.684 1.648 0.394 0.00 0.01 0.01
C 1.131 2.912 0.643 0.03 0.01 -0.01
C 1.936 3.993 0.829 -0.03 -0.01 0.01
F 1.355 5.169 1.111 0.02 0.01 0.00
C 3.348 3.912 0.761 0.01 0.00 0.00
C 3.888 2.660 0.508 0.00 0.00 -0.01
C 3.081 1.526 0.338 -0.02 0.01 0.01
N 4.184 5.024 0.915 0.00 0.00 0.00
C 3.672 6.397 0.866 -0.01 -0.01 0.00
C 4.855 7.370 0.793 -0.02 0.01 0.01
N 6.005 6.694 0.108 0.01 0.01 -0.02
C 6.556 5.569 0.954 0.01 -0.02 0.01
C 5.396 4.927 1.718 0.00 0.00 0.01
H 6.710 0.302 -1.401 0.00 0.00 0.00
H 5.430 1.502 -1.617 0.00 0.01 0.00
H 5.185 -0.161 -2.150 0.00 0.00 0.00
H 5.569 0.631 0.803 0.00 0.00 0.00
H 5.279 -0.977 0.197 0.00 0.00 0.00
H 3.315 -1.726 -0.294 0.00 0.00 0.00
H 0.059 3.034 0.709 0.00 0.00 0.00
H 4.958 2.570 0.405 0.01 0.00 0.00
H 3.077 6.666 1.741 0.00 0.00 0.00
H 3.043 6.511 -0.015 0.00 0.00 0.00
H 5.216 7.668 1.776 0.00 0.00 -0.01
H 4.593 8.267 0.237 0.00 0.00 0.00
H 6.743 7.367 -0.106 -0.01 -0.01 0.00
H 5.681 6.314 -0.783 0.01 0.00 0.01
H 7.300 5.994 1.626 0.00 0.00 0.00
H 7.046 4.873 0.276 0.00 0.01 0.00
H 5.250 5.424 2.683 0.00 0.00 0.00
H 5.640 3.892 1.938 0.00 0.01 0.00
S -1.722 -0.083 -2.651 0.01 -0.06 0.11
C -2.588 1.350 -2.947 -0.06 0.11 0.04
C -2.459 1.940 -4.244 -0.04 -0.04 0.00
N -2.336 2.394 -5.292 0.03 0.03 -0.02
C -3.458 1.859 -2.012 0.10 -0.03 -0.08
S -3.607 1.101 -0.486 0.01 0.06 0.11
C -4.284 2.995 -2.269 -0.02 -0.04 -0.03
N -4.961 3.903 -2.459 0.00 0.04 0.02
C -4.589 -5.229 -0.379 -0.01 -0.02 0.02
N -3.423 -5.084 -1.379 -0.01 -0.01 -0.02
C -4.023 -4.852 -2.780 -0.01 0.01 -0.02
N -4.895 -3.732 -2.767 0.00 -0.01 0.00
C -5.975 -3.927 -1.801 0.00 -0.01 0.00
N -5.450 -4.102 -0.446 -0.02 -0.01 -0.01
C -4.857 -2.875 0.084 -0.02 0.07 0.00
P -3.407 -2.363 -0.935 0.01 -0.16 -0.02
C -2.496 -3.970 -0.993 0.03 0.03 0.00
C -4.204 -2.455 -2.599 -0.03 0.02 0.01
H -4.145 -5.358 0.609 0.00 0.00 -0.02
H -5.120 -6.136 -0.669 0.01 0.00 0.00
H -2.894 -5.959 -1.388 0.00 0.01 0.00
H -4.565 -5.763 -3.031 0.00 0.00 0.01
H -3.189 -4.712 -3.467 0.00 -0.01 0.01
H -6.540 -4.817 -2.077 0.00 0.00 0.00
H -6.645 -3.070 -1.825 0.00 0.00 0.00
H -4.560 -3.019 1.123 0.01 -0.01 0.01
H -5.602 -2.077 0.066 0.01 -0.01 0.01
H -2.053 -4.200 -0.025 0.00 0.01 0.00
H -1.687 -3.906 -1.721 0.00 0.00 0.01
H -3.442 -2.332 -3.372 0.00 0.00 0.00
H -4.916 -1.635 -2.709 0.01 0.00 0.00

# 3
12
Properties=species:S:1:pos:R:3:forces:R:3 method="wB97M-V/def2-TZVPD" e_homo_ev=-12.91 total_charge=+1 total_energy_ha=-503.9194 orbital_gap_ev=8.19
N -0.095 0.502 -1.289 -0.72 2.64 -3.96
N -0.144 -0.748 -0.770 0.69 0.37 2.13
C -0.326 -0.756 0.548 -0.54 -4.04 0.03
N 0.266 0.394 1.243 1.06 0.38 -0.15
I -2.812 -0.361 1.076 1.36 0.00 -0.15
H -0.923 1.059 -0.940 0.36 -0.88 -0.95
H -0.089 0.519 -2.394 -0.05 -0.15 3.14
H -0.191 -1.596 -1.262 -0.32 -0.87 -1.11
H -0.125 -1.859 0.955 -0.57 2.93 -0.23
H 1.188 0.254 1.673 -0.23 -0.71 0.38
H 0.494 1.186 0.600 -0.86 -0.53 -0.05
H -0.462 0.616 1.902 -0.18 0.87 0.91

So what do the calculations give for ΔE to the lowest compared entry with this formula, charge and spin? Going down the list: 47.3; 11.9; 85.7 kcal/mol.